Below is a molecular structure, C51H58BrN4OP3Ti, with properties calculated with ωB97M-V/def2-TZVPD.

Positions of all 119 atoms, in Å:
Ti  0.4016  -0.7779  0.5359
O  1.1854  -2.6321  -0.6859
C  1.0827  -3.8644  -0.0079
C  2.1358  -4.7507  0.0407
C  1.9634  -5.9201  0.7707
C  0.7713  -6.1722  1.4374
C  -0.2613  -5.2474  1.3995
C  -0.1100  -4.0746  0.6649
P  -1.2600  -2.6798  0.6447
C  -2.4197  -2.9670  1.9858
C  -1.9250  -2.9654  3.2917
C  -2.7871  -3.1870  4.3522
C  -4.1419  -3.3948  4.1143
C  -4.6338  -3.3900  2.8167
C  -3.7733  -3.1813  1.7467
C  -2.1129  -2.7205  -0.9428
C  -2.3790  -3.9247  -1.5945
C  -3.0146  -3.9175  -2.8253
C  -3.3818  -2.7122  -3.4127
C  -3.1137  -1.5116  -2.7710
C  -2.4762  -1.5117  -1.5381
C  1.4988  -2.6347  -2.0534
C  1.4465  -3.7760  -2.8290
C  1.7760  -3.6726  -4.1747
C  2.1405  -2.4560  -4.7319
C  2.1537  -1.3192  -3.9415
C  1.8344  -1.3975  -2.5873
P  1.7018  0.0569  -1.5255
C  1.1393  1.3467  -2.6583
C  1.9323  2.4447  -2.9706
C  1.4883  3.3674  -3.9113
C  0.2633  3.1929  -4.5350
C  -0.5349  2.0991  -4.2146
C  -0.1010  1.1789  -3.2772
C  3.3448  0.5092  -0.9404
C  4.5030  -0.0705  -1.4489
C  5.7389  0.3160  -0.9498
C  5.8174  1.2766  0.0482
C  4.6617  1.8564  0.5574
C  3.4254  1.4695  0.0699
H  3.0631  -4.5385  -0.4742
H  2.7736  -6.6341  0.8254
H  0.6529  -7.0855  2.0036
H  -1.1769  -5.4284  1.9479
H  -0.8703  -2.7922  3.4783
H  -2.4057  -3.1938  5.3643
H  -4.8149  -3.5648  4.9441
H  -5.6864  -3.5595  2.6338
H  -4.1589  -3.1869  0.7344
H  -2.0894  -4.8661  -1.1423
H  -3.2261  -4.8518  -3.3273
H  -3.8780  -2.7117  -4.3739
H  -3.4033  -0.5745  -3.2291
H  -2.2686  -0.5700  -1.0378
H  1.1581  -4.7292  -2.4109
H  1.7415  -4.5606  -4.7913
H  2.3963  -2.3913  -5.7800
H  2.3988  -0.3579  -4.3760
H  2.8977  2.5785  -2.4994
H  2.1096  4.2166  -4.1621
H  -0.0733  3.9084  -5.2733
H  -1.4893  1.9627  -4.7059
H  -0.7170  0.3165  -3.0421
H  4.4457  -0.8196  -2.2285
H  6.6411  -0.1330  -1.3420
H  6.7833  1.5742  0.4335
H  4.7276  2.6032  1.3370
H  2.5213  1.9186  0.4720
Br  1.7664  -1.1911  2.4020
N  -0.6407  0.5355  0.8559
P  -1.6927  1.6167  1.4960
N  -0.9863  2.2122  2.8481
C  -1.7217  3.2094  3.6519
C  -1.4683  2.9938  5.1385
C  0.0273  2.9923  5.4433
C  0.7596  1.9937  4.5523
C  0.4611  2.2692  3.0869
N  -2.0401  2.7137  0.3249
C  -3.1971  3.6341  0.4410
C  -2.7393  5.0830  0.5064
C  -2.0204  5.4854  -0.7888
C  -1.3358  4.2730  -1.4323
C  -0.8671  3.2853  -0.3781
N  -3.1317  0.9992  1.9493
C  -4.1754  0.6406  0.9756
C  -5.5517  1.0250  1.5045
C  -5.8058  0.4174  2.8819
C  -4.6716  0.7660  3.8427
C  -3.3364  0.3385  3.2502
H  -2.7856  3.1406  3.4273
H  -1.3848  4.2131  3.3642
H  -1.9113  2.0418  5.4453
H  -1.9763  3.7782  5.7013
H  0.1991  2.7678  6.4960
H  0.4320  3.9943  5.2666
H  0.4496  0.9714  4.7892
H  1.8376  2.0499  4.7140
H  0.9579  1.5467  2.4460
H  0.8254  3.2703  2.8188
H  -3.7749  3.3669  1.3226
H  -3.8501  3.4872  -0.4250
H  -2.0764  5.2003  1.3672
H  -3.6001  5.7263  0.6894
H  -1.2839  6.2605  -0.5732
H  -2.7309  5.9196  -1.4930
H  -0.4815  4.5822  -2.0342
H  -2.0199  3.7534  -2.1076
H  -0.2002  3.7951  0.3315
H  -0.3097  2.4694  -0.8319
H  -4.1371  -0.4433  0.8087
H  -3.9692  1.1296  0.0244
H  -6.3056  0.6906  0.7891
H  -5.6274  2.1141  1.5616
H  -5.8691  -0.6722  2.7904
H  -6.7641  0.7580  3.2736
H  -4.8100  0.2680  4.8043
H  -4.6600  1.8433  4.0361
H  -3.3446  -0.7437  3.0902
H  -2.5013  0.5694  3.9062

Forces on atoms 1 to 2 (eV/Å):
-0.07 0.08 -0.10
-0.02 -0.01 0.09

## Properties
Highest occupied orbital energy, eV: -13.4
Strongest force on any atom, eV Å⁻¹: 0.181
ΔE to the lowest compared entry with this formula, charge and spin, kJ/mol: 1.2
Molar mass, g/mol: 963.75
Frontier orbital gap, eV: 7.9
Total charge: +2